150
Properties=species:S:1:pos:R:3:lowdin_charge:R:1 method="wB97M-V/def2-TZVPD" homo_energy_ev=-7.739 relative_energy_kj_mol=637.3 orbital_gap_ev=8.4 smiles=CC1(C)CCCC(C)(C)N1O.CC1(C)CCCC(C)(C)N1O.CC1(C)CCCC(C)(C)N1O.CC1(C)CCCC(C)(C)N1O.CC1(C)CCCC(C)(C)N1O largest_force_ev_per_a=5.70
C -5.430 4.507 -4.971 -0.036
C -5.926 4.102 -3.538 -0.460
C -5.954 5.338 -2.645 -0.043
C -7.434 3.546 -3.669 -0.112
C -8.066 2.586 -2.585 -0.152
C -6.988 1.443 -2.396 -0.134
C -5.452 1.816 -2.134 -0.503
C -5.241 2.160 -0.639 -0.021
C -4.698 0.543 -2.424 -0.054
N -5.117 2.908 -3.064 -0.069
O -3.684 3.168 -3.094 -0.031
H -5.407 3.554 -5.500 0.071
H -6.081 5.143 -5.572 0.082
H -4.451 4.973 -4.853 0.076
H -6.355 6.240 -3.107 0.089
H -6.239 5.041 -1.636 0.076
H -4.898 5.581 -2.526 0.075
H -8.100 4.408 -3.708 0.106
H -7.488 2.871 -4.523 0.105
H -8.181 2.993 -1.581 0.093
H -8.976 2.087 -2.917 0.102
H -7.111 0.756 -3.233 0.103
H -7.220 0.718 -1.616 0.104
H -5.472 1.449 0.154 0.087
H -5.897 3.031 -0.648 0.060
H -4.312 2.680 -0.406 0.080
H -5.063 -0.279 -1.808 0.093
H -3.654 0.767 -2.205 0.054
H -4.560 0.274 -3.471 0.090
H -3.449 2.535 -3.777 0.054
C 1.019 -0.444 -5.136 -0.004
C 0.856 1.121 -5.289 -0.435
C 1.413 1.846 -4.019 -0.036
C 1.773 1.683 -6.465 -0.160
C 1.169 1.335 -7.787 -0.199
C -0.151 2.128 -7.912 -0.119
C -1.226 1.694 -6.881 -0.503
C -2.310 2.783 -6.844 -0.032
C -1.823 0.443 -7.392 -0.054
N -0.576 1.490 -5.534 -0.130
O -1.396 1.266 -4.457 -0.003
H 2.068 -0.736 -5.183 0.084
H 0.444 -0.744 -4.260 0.059
H 0.460 -0.744 -6.022 0.058
H 0.857 2.768 -3.851 0.076
H 1.240 1.315 -3.082 0.061
H 2.473 2.092 -4.071 0.077
H 1.952 2.758 -6.431 0.120
H 2.731 1.172 -6.376 0.113
H 1.969 1.648 -8.457 0.110
H 1.157 0.258 -7.953 0.110
H -0.457 1.932 -8.940 0.115
H 0.041 3.197 -7.824 0.119
H -3.251 2.603 -6.325 0.059
H -2.675 2.928 -7.860 0.091
H -1.945 3.650 -6.292 0.091
H -2.691 0.191 -6.782 0.089
H -1.174 -0.417 -7.552 0.084
H -2.257 0.697 -8.359 0.085
H -1.415 2.132 -4.044 0.086
C 0.021 -1.032 1.503 -0.041
C -0.674 -1.177 0.138 -0.430
C -1.559 0.036 -0.052 -0.048
C 0.498 -1.263 -0.976 -0.110
C 1.133 -2.680 -1.145 -0.169
C -0.039 -3.674 -1.532 -0.103
C -0.994 -3.761 -0.282 -0.523
C -2.084 -4.722 -0.826 -0.053
C -0.428 -4.431 0.905 -0.043
N -1.538 -2.429 -0.014 -0.103
O -2.725 -2.417 0.703 -0.015
H -0.590 -1.263 2.375 0.076
H 0.893 -1.678 1.401 0.061
H 0.523 -0.066 1.565 0.079
H -1.119 1.032 0.006 0.089
H -2.127 -0.097 -0.972 0.065
H -2.297 0.126 0.745 0.080
H 0.165 -1.052 -1.992 0.083
H 1.264 -0.527 -0.730 0.104
H 1.958 -2.739 -1.855 0.103
H 1.552 -2.851 -0.153 0.084
H 0.340 -4.675 -1.741 0.112
H -0.367 -3.146 -2.428 0.111
H -2.513 -4.329 -1.747 0.080
H -2.950 -4.799 -0.168 0.077
H -1.698 -5.672 -1.197 0.086
H 0.145 -3.769 1.553 0.066
H 0.016 -5.406 0.705 0.098
H -1.262 -4.595 1.588 0.088
H -3.461 -2.556 0.103 0.097
C -0.070 -0.402 7.288 -0.019
C 0.630 -1.496 6.392 -0.464
C 0.255 -1.090 4.938 -0.041
C 2.165 -1.485 6.621 -0.136
C 2.888 -2.594 5.867 -0.157
C 2.344 -3.964 6.480 -0.111
C 0.805 -4.180 6.311 -0.462
C 0.389 -4.802 4.988 -0.031
C 0.544 -5.171 7.463 -0.058
N 0.116 -2.858 6.619 -0.182
O -1.192 -2.992 6.574 0.004
H 0.332 -0.230 8.287 0.077
H 0.002 0.553 6.767 0.078
H -1.125 -0.675 7.284 0.072
H 0.570 -1.959 4.360 0.055
H -0.826 -1.012 4.822 0.089
H 0.800 -0.242 4.526 0.075
H 2.393 -0.454 6.351 0.108
H 2.467 -1.515 7.668 0.117
H 2.748 -2.604 4.786 0.103
H 3.975 -2.542 5.919 0.095
H 2.625 -4.109 7.523 0.105
H 2.919 -4.719 5.942 0.109
H 1.097 -5.471 4.499 0.088
H 0.349 -4.048 4.202 0.054
H -0.647 -5.137 4.959 0.086
H 0.551 -4.525 8.341 0.089
H 0.960 -6.174 7.366 0.096
H -0.514 -5.429 7.497 0.068
H -1.313 -2.832 7.513 0.112
C 7.096 -0.574 2.274 -0.040
C 6.760 0.366 3.407 -0.493
C 7.306 -0.393 4.651 -0.042
C 7.382 1.817 3.361 -0.136
C 6.812 2.806 2.455 -0.207
C 5.278 2.894 2.594 -0.117
C 4.541 1.517 2.676 -0.404
C 3.170 1.632 3.358 -0.054
C 4.253 1.035 1.165 -0.033
N 5.320 0.479 3.479 -0.139
O 4.686 -0.728 3.565 -0.020
H 8.169 -0.765 2.257 0.082
H 6.679 -1.580 2.324 0.088
H 6.717 -0.067 1.386 0.072
H 7.438 0.064 5.632 0.076
H 6.775 -1.299 4.945 0.074
H 8.329 -0.674 4.400 0.078
H 7.380 2.156 4.397 0.120
H 8.445 1.675 3.170 0.122
H 7.313 3.757 2.635 0.114
H 7.049 2.679 1.399 0.110
H 4.953 3.428 1.701 0.109
H 5.046 3.622 3.371 0.112
H 2.364 2.265 2.988 0.083
H 3.295 1.944 4.396 0.085
H 2.661 0.685 3.177 0.055
H 5.135 1.102 0.528 0.061
H 3.633 1.688 0.550 0.070
H 3.713 0.092 1.082 0.070
H 4.612 -0.845 4.515 0.082